{"formula": "C38H19Cl3F18GeLuN2O4PS2", "method": "ωB97M-V/def2-TZVPD", "orbital_gap_ev": 8.37, "relative_energy_kcal_mol": 8.3, "species": ["Lu", "Cl", "C", "Cl", "Cl", "C", "O", "O", "F", "C", "C", "C", "F", "C", "F", "C", "F", "C", "F", "Ge", "S", "C", "C", "F", "C", "F", "C", "F", "C", "F", "C", "F", "C", "C", "F", "C", "F", "C", "F", "C", "F", "C", "F", "S", "C", "N", "C", "C", "N", "H", "H", "H", "H", "H", "H", "C", "P", "C", "C", "C", "C", "C", "C", "C", "C", "C", "C", "C", "C", "H", "H", "H", "H", "H", "H", "H", "H", "H", "H", "H", "H", "H", "F", "C", "F", "F", "C", "O", "O"], "positions_angstrom": [[-1.530, -0.090, 0.288], [-1.931, 3.987, 2.806], [-1.687, 2.459, 2.031], [0.029, 2.187, 1.667], [-2.550, 2.474, 0.397], [-2.284, 1.222, 2.834], [-3.114, 1.435, 3.672], [-1.779, 0.118, 2.413], [1.097, -2.221, -2.778], [2.436, -2.187, -2.736], [3.098, -1.179, -2.062], [4.482, -1.245, -2.112], [5.207, -0.299, -1.499], [5.185, -2.241, -2.770], [6.514, -2.245, -2.782], [4.478, -3.240, -3.424], [5.117, -4.210, -4.058], [3.093, -3.210, -3.407], [2.399, -4.161, -4.030], [2.241, 0.326, -1.125], [0.142, 0.549, -1.628], [3.101, 1.995, -1.645], [3.129, 3.078, -0.790], [2.690, 2.935, 0.472], [3.605, 4.326, -1.160], [3.631, 5.333, -0.295], [4.059, 4.510, -2.457], [4.511, 5.697, -2.842], [4.038, 3.450, -3.351], [4.471, 3.621, -4.599], [3.561, 2.220, -2.929], [3.546, 1.224, -3.831], [2.630, 0.015, 0.791], [1.752, -0.625, 1.640], [0.526, -1.028, 1.198], [1.987, -0.903, 2.973], [1.083, -1.530, 3.712], [3.196, -0.502, 3.524], [3.465, -0.747, 4.795], [4.112, 0.170, 2.728], [5.265, 0.574, 3.246], [3.814, 0.415, 1.394], [4.735, 1.082, 0.694], [0.182, 4.822, -0.908], [-0.620, 6.269, -1.053], [-1.873, 6.530, -0.629], [-2.332, 7.864, -0.964], [-1.072, 8.500, -1.606], [-0.133, 7.398, -1.607], [-2.434, 5.794, -0.250], [-2.647, 8.410, -0.073], [-3.168, 7.838, -1.666], [-0.703, 9.341, -1.015], [-1.276, 8.853, -2.619], [0.792, 7.399, -1.994], [-1.945, -3.685, -1.297], [-1.812, -2.941, 0.356], [-3.357, -3.316, 1.217], [-3.555, -2.774, 2.489], [-4.757, -2.964, 3.146], [-5.781, -3.676, 2.535], [-5.600, -4.196, 1.264], [-4.390, -4.019, 0.606], [-0.524, -3.924, 1.185], [0.765, -3.904, 0.652], [1.794, -4.595, 1.267], [1.552, -5.309, 2.433], [0.274, -5.337, 2.967], [-0.761, -4.650, 2.346], [-2.173, -4.749, -1.231], [-0.992, -3.552, -1.802], [-2.707, -3.168, -1.880], [-2.785, -2.167, 2.951], [-4.902, -2.530, 4.126], [-6.725, -3.809, 3.046], [-6.401, -4.737, 0.778], [-4.273, -4.428, -0.388], [0.971, -3.340, -0.247], [2.786, -4.569, 0.835], [2.354, -5.845, 2.920], [0.075, -5.893, 3.873], [-1.753, -4.685, 2.775], [-6.378, -0.427, -0.478], [-5.376, -0.611, -1.334], [-5.534, 0.233, -2.357], [-5.459, -1.865, -1.812], [-4.004, -0.413, -0.667], [-3.907, -0.254, 0.558], [-2.986, -0.454, -1.411]]}



{"formula": "C38H25Br2CeCl2N8O5S3", "method": "ωB97M-V/def2-TZVPD", "charge": -1, "orbital_gap_ev": [6.64, 6.64], "relative_energy_kcal_mol": 11.9, "species": ["Ce", "C", "C", "C", "C", "C", "C", "Br", "C", "C", "Br", "C", "O", "C", "N", "H", "H", "H", "H", "H", "H", "N", "C", "C", "C", "C", "C", "C", "S", "O", "O", "N", "C", "N", "C", "C", "C", "N", "H", "H", "H", "H", "H", "H", "H", "H", "H", "S", "C", "S", "C", "C", "N", "C", "N", "Cl", "C", "C", "C", "C", "C", "Cl", "C", "N", "C", "C", "C", "C", "C", "C", "C", "C", "O", "O", "H", "H", "H", "H", "H", "H", "H", "H", "H", "H"], "positions_angstrom": [[-0.546, 1.090, 0.326], [-3.626, 3.933, 0.364], [-2.822, 4.149, -0.857], [-3.203, 5.105, -1.874], [-2.340, 5.342, -2.926], [-1.089, 4.668, -2.978], [-0.177, 4.840, -4.017], [-0.660, 6.050, -5.419], [0.933, 4.062, -4.187], [1.199, 3.099, -3.181], [2.839, 2.184, -3.244], [0.318, 2.825, -2.171], [0.555, 1.918, -1.308], [-0.836, 3.706, -2.034], [-1.715, 3.486, -1.007], [-3.399, 4.686, 1.089], [-3.437, 2.946, 0.763], [-4.709, 3.934, 0.167], [-4.155, 5.667, -1.794], [-2.556, 6.095, -3.688], [1.586, 4.165, -5.059], [-2.491, -6.454, 1.264], [-2.251, -5.237, 0.639], [-3.075, -4.789, -0.437], [-2.806, -3.609, -1.065], [-1.687, -2.902, -0.674], [-0.918, -3.298, 0.409], [-1.178, -4.463, 1.022], [-1.295, -1.433, -1.547], [0.032, -0.939, -1.094], [-1.440, -1.702, -2.958], [-2.202, -0.229, -1.025], [-3.554, -0.169, -1.054], [-4.020, 0.980, -0.459], [-5.312, 1.043, -0.314], [-6.199, 0.037, -0.691], [-5.656, -1.038, -1.420], [-4.346, -1.091, -1.606], [-3.012, -7.077, 0.710], [-1.830, -6.826, 1.912], [-3.844, -5.431, -0.842], [-3.366, -3.278, -1.901], [-0.120, -2.698, 0.740], [-0.552, -4.794, 1.835], [-5.728, 1.903, 0.156], [-7.296, 0.118, -0.585], [-6.281, -1.728, -1.968], [-1.894, 1.870, 2.624], [-1.710, 0.211, 3.153], [-0.388, -0.628, 2.444], [-2.574, -0.305, 4.101], [-2.554, -1.716, 4.490], [-2.534, -2.839, 4.681], [-3.518, 0.506, 4.759], [-4.304, 1.195, 5.279], [4.997, -2.731, 3.602], [4.781, -3.168, 1.938], [5.000, -4.494, 1.564], [4.736, -4.846, 0.274], [4.267, -3.947, -0.665], [3.996, -2.618, -0.268], [3.243, -1.506, -1.307], [4.294, -2.217, 1.041], [4.073, -0.861, 1.510], [4.739, 0.239, 0.923], [5.761, 0.076, -0.021], [6.401, 1.160, -0.584], [6.001, 2.448, -0.226], [5.068, 2.666, 0.799], [4.353, 1.540, 1.311], [3.126, 1.780, 2.234], [1.898, 1.630, 1.397], [1.036, 2.512, 1.463], [1.747, 0.532, 0.755], [5.351, -5.162, 2.328], [4.768, -5.874, -0.024], [4.059, -4.280, -1.662], [3.088, -0.679, 1.693], [6.118, -0.960, -0.338], [7.172, 0.961, -1.351], [6.539, 3.242, -0.697], [4.804, 3.649, 1.129], [3.153, 2.777, 2.648], [3.176, 0.997, 2.996]]}